Entry 1:
The following is a quantum chemistry calculation of a 3-piece molecular cluster, C4H8O2 overall in a non-equilibrium geometry, from the Open Molecules 2025 dataset.

The value obtained for the HOMO-LUMO gap is 9.8 eV. Its HOMO energy is -8.80 eV. As for the total energy: -307.5878 hartree. As for the net charge: 0.

Geometry (Å):
C (-1.6785, 1.2352, -0.1706)
O (-0.3768, 1.0802, -0.6942)
C (0.0525, -0.1898, -0.8842)
C (1.3242, -0.4514, -1.1762)
C (-0.1552, -0.6960, 1.8968)
O (-0.3683, -1.7642, 2.2185)
H (-1.9459, 2.2844, -0.3118)
H (-2.4061, 0.6064, -0.7029)
H (-1.7033, 0.9940, 0.9001)
H (-0.7068, -0.9733, -0.8202)
H (1.6663, -1.4654, -1.3469)
H (2.0413, 0.3610, -1.2440)
H (2.1634, -0.5208, 0.7969)
H (2.0932, -0.5005, 1.5389)

Results of the Löwdin charge analysis, in e, for atoms 1 through 4: number 1, C, carries -0.1044; number 2, O, carries -0.1448; number 3, C, carries -0.3190; number 4, C, carries -0.0479

Entry 2:
The following is a quantum chemistry calculation of C20H46AsN3RuSSi3 as an isolated structure, from the Open Molecules 2025 dataset.

The value obtained for the HOMO-LUMO gap (alpha / beta) is 7.7 / 6.3 eV. Its HOMO energy (alpha / beta) is -17.60 / -17.67 eV. As for the total energy: -4550.4537 hartree. As for the net charge: +3. As for the multiplicity: 2.

Geometry (Å):
Ru (-0.1818, 1.6088, -0.0918)
C (3.0748, 1.3156, 3.4924)
C (3.0143, 1.1211, 1.9689)
C (4.3119, 1.5944, 1.3136)
C (1.7989, 1.8413, 1.4272)
C (0.5373, 1.8509, 2.0949)
C (-0.4394, 2.8082, 1.7882)
C (-0.1987, 3.8570, 0.8470)
C (-1.1328, 5.0153, 0.7117)
C (0.9087, 3.6722, 0.0215)
C (1.8548, 2.6275, 0.2614)
H (3.9800, 0.8463, 3.8737)
H (2.2332, 0.8622, 4.0162)
H (3.1192, 2.3746, 3.7528)
H (2.9003, 0.0550, 1.7702)
H (4.4500, 2.6709, 1.4342)
H (4.3754, 1.3465, 0.2532)
H (5.1522, 1.1041, 1.8019)
H (0.3516, 1.1844, 2.9249)
H (-1.3538, 2.8288, 2.3701)
H (-2.0137, 4.7502, 0.1239)
H (-0.6371, 5.8573, 0.2322)
H (-1.4822, 5.3318, 1.6941)
H (1.0945, 4.3688, -0.7885)
H (2.7297, 2.5853, -0.3727)
N (-0.1748, 1.7206, -2.2335)
N (-1.4324, 1.9083, -2.8449)
C (-2.5308, 2.0500, -2.1038)
N (-3.6886, 2.2803, -2.6814)
S (-2.4343, 1.9119, -0.3855)
H (0.4228, 2.4998, -2.5064)
H (0.2348, 0.8665, -2.6194)
H (-1.4575, 1.9646, -3.8560)
H (-3.7994, 2.3900, -3.6810)
H (-4.5199, 2.3933, -2.1171)
C (3.0153, -1.3424, -0.4426)
Si (1.6199, -2.1364, 0.5076)
C (1.5965, -1.9042, 2.3598)
C (1.5464, -3.9495, 0.1451)
As (-0.3518, -0.9312, -0.3091)
Si (-2.1831, -1.6710, 1.1761)
C (-1.8431, -3.4444, 1.5877)
C (-3.8047, -1.5319, 0.2885)
C (-2.0760, -0.5536, 2.6605)
Si (-0.8137, -1.7885, -2.5467)
C (-2.5485, -1.3231, -3.0466)
C (-0.6326, -3.6281, -2.4769)
C (0.4632, -1.0847, -3.7344)
H (3.9777, -1.6176, -0.0012)
H (2.9690, -0.2547, -0.5000)
H (3.0140, -1.7380, -1.4614)
H (2.5961, -2.0791, 2.7692)
H (0.9453, -2.6623, 2.7991)
H (1.2596, -0.9297, 2.7067)
H (2.3367, -4.3887, 0.7655)
H (1.7730, -4.2081, -0.8862)
H (0.6141, -4.4281, 0.4368)
H (-1.7975, -4.0791, 0.7019)
H (-2.6910, -3.7956, 2.1855)
H (-0.9448, -3.6012, 2.1821)
H (-3.9005, -2.3015, -0.4769)
H (-4.0157, -0.5615, -0.1554)
H (-4.5845, -1.7264, 1.0325)
H (-1.1213, -0.6623, 3.1777)
H (-2.8575, -0.8456, 3.3683)
H (-2.2446, 0.4973, 2.4196)
H (-3.2432, -2.0987, -2.7216)
H (-2.5962, -1.3003, -4.1397)
H (-2.9199, -0.3729, -2.6660)
H (-1.1258, -4.0934, -1.6238)
H (0.4082, -3.9477, -2.5008)
H (-1.1122, -4.0169, -3.3815)
H (0.1679, -0.1770, -4.2691)
H (0.5797, -1.8371, -4.5211)
H (1.4582, -0.9493, -3.3013)

Results of the Löwdin charge analysis, in e, for atoms 1 through 4: number 1, Ru, carries 0.7895; number 2, C, carries -0.0234; number 3, C, carries -0.3716; number 4, C, carries -0.0438

Values of energy relative to the best compared isomer or geometry (same formula, charge and spin), in order: 78.2, 4.3, all in kcal per mole.